27
Properties=species:S:1:pos:R:3:forces:R:3:mulliken_charge:R:1 method="wB97M-V/def2-TZVPD" energy_ha=-615.07250 smiles="CC1=C(C)[C@@]2(O)CCO[C@@]2(C)C1=O" gap_ha=0.34368 e_above_lowest_kj_mol=215.9 homo_energy_ev=-8.84 largest_force_ha_per_bohr=0.079
C -1.177070 0.518563 0.732461 0.98 -0.89 -1.29 0.702
C -0.237662 0.969701 -0.119223 -0.87 1.81 0.99 0.240
C -1.161348 -0.958861 0.692218 0.71 1.04 0.73 -0.067
C 1.991455 0.110545 -0.433015 2.50 0.49 -0.14 -0.511
C 2.071980 -0.829847 0.830257 0.60 0.38 1.65 -0.478
C 0.527390 -0.040715 -0.886895 -0.36 -2.22 1.03 1.100
C 0.052769 -1.440640 -0.232502 -1.93 1.11 1.39 0.833
C -2.218250 1.151621 1.553130 0.76 1.45 1.25 -1.252
C 0.063383 2.457248 -0.167214 3.94 0.00 -1.02 -2.132
C -0.686537 -2.484197 -1.061832 2.64 -0.75 -2.45 -1.600
O -1.958392 -1.589674 1.344370 0.46 -0.88 -0.46 -0.658
O 1.161108 -1.882133 0.587191 -1.24 -0.13 -0.77 -0.480
O 0.263937 -0.019809 -2.308920 -0.01 -0.40 1.96 -0.573
H 2.300005 1.213344 -0.076414 -0.76 -2.44 -1.19 0.207
H 2.734579 -0.245525 -1.287764 -1.44 0.67 1.79 0.344
H 3.025165 -1.409048 1.047266 -0.74 1.23 -0.67 0.323
H 1.884637 -0.221527 1.881646 -0.08 -1.30 -2.60 0.193
H -2.178965 2.307460 1.475150 0.09 -1.94 0.88 0.303
H -2.238271 0.627155 2.586938 0.03 1.47 -1.50 0.273
H -3.124898 0.887828 1.076563 -1.28 -0.39 -0.31 0.357
H -0.856611 2.911138 -0.166818 -2.01 1.62 0.64 0.695
H 0.532055 2.860958 -1.160342 -0.54 -1.11 1.62 0.281
H 0.806107 2.820177 0.693115 -1.89 -0.77 -1.69 0.267
H 0.073074 -2.976298 -1.731820 -0.60 0.18 0.52 0.379
H -1.375032 -2.047820 -1.791694 0.04 0.45 0.42 0.384
H -1.214467 -3.282203 -0.564603 0.04 0.15 0.83 0.377
H 0.939860 0.592560 -2.511249 0.97 1.17 -1.63 0.494

***

30
Properties=species:S:1:pos:R:3:forces:R:3:mulliken_spin:R:1 method="wB97M-V/def2-TZVPD" energy_ha=-874.80801 total_charge=+3 gap_ha="0.31202 / 0.20959" spin_multiplicity=5 homo_energy_ev="-20.02 / -21.65" largest_force_ha_per_bohr=0.125
Rh 0.416149 2.844343 -0.262057 -0.19 1.70 0.55 1.852
C 0.202300 2.862419 1.695692 -0.05 0.05 6.41 -0.066
O 0.108815 2.912488 2.846704 0.24 -0.22 -4.41 0.077
C 0.331611 4.000553 -1.821376 0.70 2.86 -5.27 -0.013
O 0.391969 4.563537 -2.823587 -0.41 -1.81 3.53 0.057
C -1.169284 1.850802 -0.696243 -4.26 -2.66 -1.53 0.009
O -2.172490 1.349114 -0.981859 3.30 1.65 0.97 0.039
C 2.018793 1.885662 -0.765224 3.61 -2.76 -1.05 0.019
O 2.960818 1.283147 -1.043109 -2.87 1.91 0.81 0.030
C 0.252116 -1.262990 -3.109041 0.13 -3.49 2.87 0.422
H 1.164836 -1.790263 -2.824231 -0.01 0.18 -0.22 0.030
H -0.642914 -1.573506 -2.577692 -0.11 0.16 -0.03 0.059
C 0.216372 -0.363306 -4.092348 0.09 3.67 -3.28 0.432
H -0.688335 0.168663 -4.392361 -0.11 -0.42 0.00 0.030
H 1.115055 0.004698 -4.593942 0.01 -0.35 0.05 0.027
C -2.258387 -1.672068 1.950647 0.04 -0.99 -0.18 0.114
C -1.348592 -0.455536 1.889419 -0.45 1.50 -0.34 0.013
O -0.349795 -0.490207 0.852047 0.06 -0.97 1.27 0.662
C 0.647798 -1.527713 0.900781 -0.28 -0.52 -1.11 -0.002
C 1.746308 -1.257524 1.916690 0.40 0.69 0.96 0.114
H -2.760149 -1.833322 0.991778 0.10 0.11 0.11 0.002
H -3.023541 -1.477096 2.705354 0.15 0.08 0.02 -0.004
H -1.698978 -2.568018 2.233018 -0.21 0.09 0.07 -0.001
H -1.939559 0.440449 1.648146 0.24 -0.29 0.09 -0.004
H -0.864364 -0.281367 2.871782 0.28 -0.36 -0.26 0.057
H 0.178860 -2.510630 1.091213 -0.07 0.46 0.12 0.024
H 1.072932 -1.511452 -0.109262 -0.05 -0.01 0.23 0.021
H 1.364425 -1.298534 2.945153 0.05 -0.05 -0.27 0.003
H 2.527937 -2.018931 1.812728 -0.28 0.03 -0.15 -0.004
H 2.199292 -0.273402 1.741178 -0.07 -0.26 0.03 0.002

***

30
Properties=species:S:1:pos:R:3:forces:R:3:mulliken_charge:R:1 method="wB97M-V/def2-TZVPD" energy_ha=-840.57001 smiles="O=C1C=C(O)C(=O)C=C1O.COCCOC" gap_ha=0.29494 e_above_lowest_kj_mol=600.6 homo_energy_ev=-9.73 largest_force_ha_per_bohr=0.169
O -0.540260 -4.825545 1.602223 2.36 7.53 -3.08 -0.529
C -0.129673 -3.653149 1.112672 -1.24 -3.81 1.96 0.388
C 0.365201 -2.361555 2.053397 3.28 0.87 -3.02 -0.392
C 1.593689 -1.642487 1.531962 -3.70 -1.24 2.08 0.501
O 2.094460 -0.463168 2.282941 -2.51 -2.34 -1.90 -0.498
C 2.309385 -2.200148 0.126624 4.77 -0.03 -0.60 0.322
O 3.637766 -2.256354 -0.020747 -8.61 0.52 0.83 -0.519
C 1.215403 -2.667569 -1.049212 -3.32 -1.86 2.65 -0.351
C -0.019816 -3.376519 -0.532302 2.95 1.93 -1.22 0.209
O -1.131722 -3.832680 -1.412122 1.68 2.94 2.27 -0.475
H -0.216993 -2.018280 3.009213 1.35 -1.00 -1.98 0.261
H 1.243597 -0.030915 2.629297 1.74 -0.88 -0.69 0.349
H 1.368331 -2.442028 -2.191917 -0.09 -0.60 2.62 0.362
H -1.744201 -3.015171 -1.437272 1.28 -1.91 0.01 0.355
C -1.212535 3.280805 1.089174 0.13 -0.05 0.14 -0.786
O -0.869106 1.904928 0.967299 -0.24 0.13 -0.31 -0.294
C -1.622192 1.247746 -0.057058 0.60 -0.18 0.09 -0.593
C -0.774293 1.025909 -1.311497 -0.46 0.52 -0.11 -0.210
O -0.483427 2.264773 -1.966155 0.21 -0.31 0.40 -0.414
C 0.852565 2.695494 -1.733937 -0.10 0.11 -0.14 -0.686
H -0.504995 3.751831 1.776728 -0.07 -0.18 -0.06 0.240
H -1.157358 3.795508 0.126356 -0.04 -0.04 0.01 0.335
H -2.220708 3.376707 1.504450 -0.01 0.10 -0.06 0.313
H -2.536047 1.806635 -0.294279 0.18 -0.01 -0.04 0.358
H -1.918609 0.273832 0.345100 -0.02 -0.04 -0.04 0.358
H -1.347830 0.420491 -2.021124 -0.02 -0.03 0.03 0.342
H 0.146820 0.481244 -1.072000 -0.06 0.09 0.09 0.193
H 1.551876 2.038721 -2.261646 0.08 0.03 0.09 0.313
H 1.090639 2.711380 -0.667024 0.01 -0.06 -0.02 0.297
H 0.960033 3.709561 -2.129146 -0.12 -0.18 -0.01 0.251

***

38
Properties=species:S:1:pos:R:3:forces:R:3:mulliken_charge:R:1 method="wB97M-V/def2-TZVPD" energy_ha=-1887.22633 total_charge=-1 gap_ha=0.28149 homo_energy_ev=-5.23 largest_force_ha_per_bohr=0.031
C -1.129208 2.587786 -0.608370 0.16 -0.35 -0.30 -1.536
C -0.975449 1.592837 -1.773888 -0.41 1.52 -0.31 0.404
O -1.492863 2.276357 -2.958811 0.20 -0.47 0.00 -0.567
C 0.483243 1.318702 -2.096170 0.75 -0.44 -0.58 -0.443
O 1.151209 0.278947 -1.438681 -0.51 0.03 1.06 -0.548
Al 0.419588 -0.607462 -0.049500 0.11 -0.46 -0.81 0.371
N 1.821645 -1.355835 1.123050 -0.24 0.28 -0.89 -0.345
C 1.324768 -1.614451 2.157416 0.01 0.02 1.15 0.283
S 0.662199 -1.859774 3.610820 0.09 -0.19 -0.14 -0.406
H -0.198085 2.647508 -0.065376 0.09 -0.13 0.54 0.313
H -1.299034 3.570832 -1.033519 -0.08 0.18 -0.16 0.499
H -1.950732 2.338304 0.049233 -0.06 -0.08 0.30 0.322
H -1.598294 0.712936 -1.652879 0.35 -0.49 0.28 0.394
H -2.441872 2.182813 -2.891760 -0.30 0.16 -0.17 0.309
H 0.542989 1.125103 -3.169974 -0.18 -0.04 -0.21 0.241
H 1.030477 2.259439 -1.945368 -0.05 0.23 0.08 0.228
H -0.369526 -1.891133 -0.629434 0.11 -0.04 -0.02 -0.285
H -0.553487 0.215401 0.897065 0.10 0.30 0.08 -0.243
C 3.979774 1.248569 -4.567366 -0.13 -0.40 -0.06 -0.418
C 4.296702 2.112449 -3.372650 0.22 0.14 0.03 0.451
O 3.912745 3.404609 -3.818263 -0.24 -0.34 0.06 -0.328
C 2.915018 3.225625 -4.734050 -0.17 0.03 -0.03 0.701
O 2.186691 4.078218 -5.108787 0.06 0.15 -0.14 -0.514
O 2.864065 1.933048 -5.141605 0.21 0.12 0.12 -0.326
F 5.629030 2.117194 -3.093185 -0.07 0.08 -0.02 -0.308
H 4.803510 1.227705 -5.283772 0.09 0.12 0.10 0.288
H 3.714063 0.230361 -4.294675 -0.23 0.07 -0.02 0.291
H 3.737640 1.856181 -2.470848 0.10 -0.03 0.05 0.181
C -2.958112 -4.462858 6.020478 -0.04 -0.33 0.20 -0.403
C -3.098665 -2.964425 5.914572 0.40 0.09 -0.25 0.309
O -3.450039 -2.785377 4.555665 -0.33 -0.18 0.30 -0.260
C -4.101613 -3.914416 4.156649 0.08 0.00 -0.17 0.640
O -4.758726 -4.008791 3.179284 -0.03 -0.03 -0.06 -0.492
O -3.906560 -4.920739 5.053374 0.08 0.19 0.08 -0.328
F -1.928394 -2.337344 6.172068 -0.09 0.07 -0.02 -0.249
H -1.957479 -4.794383 5.739959 0.05 0.19 -0.05 0.287
H -3.198449 -4.844527 7.010304 -0.18 -0.07 -0.09 0.266
H -3.880042 -2.536832 6.547250 0.08 0.08 0.04 0.224